21 unconnected molecules or ions with the total composition C63H174N6O21. Source: the Open Molecules 2025 dataset; level of theory: wB97M-V/def2-TZVPD.

Cartesian coordinates (Å):
C1 -7.90489 11.41560 29.81861
C2 -7.19002 11.60899 31.18210
C3 -7.69386 12.87271 31.89027
O1 -7.40711 13.91547 31.01540
C4 -7.63660 15.19219 31.61046
N1 -7.39853 10.46188 31.97470
H1 -7.50528 10.58672 29.22078
H2 -7.95524 12.36435 29.28880
H3 -8.94835 11.10508 30.00593
H4 -6.13594 11.81942 31.04272
H5 -7.12435 13.02896 32.82475
H6 -8.74203 12.75475 32.12069
H7 -8.66564 15.19928 31.87577
H8 -7.41346 15.91716 30.84461
H9 -7.07847 15.38236 32.50456
H10 -7.05868 10.58157 32.93649
H11 -7.26014 9.57706 31.48331
C5 -1.95293 9.76627 20.51264
C6 -2.27161 8.64797 21.53064
C7 -2.79024 7.42406 20.77415
O2 -3.85970 7.81853 19.95130
C8 -4.48669 6.61858 19.33016
N2 -1.02593 8.26448 22.20008
H12 -2.82069 10.28500 20.11615
H13 -1.38313 9.28233 19.73830
H14 -1.37335 10.41609 21.09586
H15 -3.01390 8.96964 22.23981
H16 -3.10767 6.58234 21.48574
H17 -2.01444 6.95145 20.10973
H18 -5.23200 6.27684 20.08295
H19 -3.72581 5.84400 19.13152
H20 -5.06910 6.85909 18.40923
H21 -1.10360 7.42294 22.74442
H22 -0.28797 8.08923 21.60129
C9 -3.00779 8.89557 30.24145
C10 -3.92080 8.91949 29.01408
C11 -3.21666 9.47444 27.82507
O3 -4.12744 9.29420 26.73774
C12 -3.82235 10.03604 25.64099
N3 -4.39980 7.52030 28.82211
H23 -2.40581 8.00209 30.15628
H24 -3.47123 8.94354 31.24299
H25 -2.40753 9.78155 30.19286
H26 -4.84594 9.46104 29.27530
H27 -2.21155 9.02814 27.66986
H28 -3.02287 10.56546 27.99046
H29 -2.85278 9.76560 25.24213
H30 -3.87222 11.10801 25.76127
H31 -4.58020 9.78528 24.89418
H32 -4.73285 7.39534 27.88872
H33 -3.65125 6.83222 28.98034
C13 -12.99796 10.74145 29.73973
C14 -12.55819 9.51395 30.46882
C15 -11.16148 8.93511 29.99404
O4 -11.19283 8.72825 28.59281
C16 -9.93304 8.53948 28.04258
N4 -12.40604 9.71224 31.95178
H34 -12.17453 11.50527 29.74932
H35 -13.73304 11.25945 30.31500
H36 -13.32641 10.64314 28.71190
H37 -13.28850 8.70694 30.31271
H38 -11.01239 7.97542 30.50033
H39 -10.35824 9.61133 30.27283
H40 -9.45721 9.53579 27.97765
H41 -10.02651 8.08071 27.07018
H42 -9.33363 7.91908 28.73163
H43 -13.32387 9.93770 32.34205
H44 -11.75911 10.46934 32.20510
C17 0.37264 6.53648 32.68939
C18 0.65811 7.49186 31.49788
C19 1.94445 8.28236 31.66058
O5 2.04187 9.15288 30.58524
C20 1.42820 10.42816 30.75826
N5 0.64963 6.74436 30.22471
H45 0.42025 7.14690 33.59786
H46 1.14202 5.76651 32.73750
H47 -0.62421 6.08312 32.68848
H48 -0.17734 8.21429 31.31974
H49 2.76822 7.55772 31.58621
H50 2.14957 8.89044 32.56891
H51 1.15694 10.73746 29.75033
H52 2.04364 11.18202 31.33307
H53 0.52246 10.22529 31.37067
H54 1.44095 6.14597 30.07963
H55 0.77670 7.46127 29.50573
C21 -0.37559 9.51037 35.26932
C22 -0.63623 10.97257 34.79420
C23 -1.83479 11.17854 33.84318
O6 -1.93251 12.53257 33.42595
C24 -1.04393 12.82561 32.40104
N6 -0.67432 11.88961 36.03495
H56 0.66835 9.38538 35.43817
H57 -0.73411 8.74293 34.56607
H58 -0.91508 9.38199 36.20860
H59 0.19532 11.39119 34.18188
H60 -2.81708 10.94564 34.27607
H61 -1.78507 10.53060 32.96836
H62 -0.63264 13.83204 32.48743
H63 -1.51177 12.83693 31.45026
H64 -0.20037 12.14896 32.38692
H65 -1.44792 11.63996 36.70604
H66 -0.83109 12.81681 35.69251
C25 -0.10730 12.03906 24.77205
C26 -0.87388 11.59044 23.56638
O7 -0.21612 12.03411 22.33120
H67 0.02260 13.12265 24.70282
H68 0.87122 11.59397 24.76547
H69 -0.58404 11.73974 25.70041
H70 -1.84220 12.02088 23.50131
H71 -1.00259 10.51010 23.44510
H72 0.73407 12.00149 22.48889
C27 -6.37955 9.08560 22.02774
C28 -7.08271 7.78323 22.27336
O8 -6.03618 6.76037 22.37429
H73 -7.01550 10.00568 22.14547
H74 -5.86820 9.14246 21.09880
H75 -5.69758 9.23358 22.88994
H76 -7.77008 7.56335 21.45368
H77 -7.64526 7.75365 23.21479
H78 -6.53265 5.98091 22.57489
C29 -5.73870 11.69898 19.37404
C30 -6.08245 10.42863 18.59772
O9 -7.43549 10.13411 18.66789
H79 -6.42553 12.47200 19.12486
H80 -4.77557 12.10664 19.30039
H81 -5.90861 11.60263 20.43371
H82 -5.51485 9.56650 18.87406
H83 -5.82027 10.54538 17.52621
H84 -7.93195 10.76336 18.15057
C31 -3.31085 7.67779 33.77009
C32 -4.66273 8.09094 34.40122
O10 -4.37879 9.27954 35.12949
H85 -2.62862 7.09492 34.39800
H86 -2.87371 8.58420 33.36354
H87 -3.50061 7.08862 32.87355
H88 -4.93540 7.23933 35.03015
H89 -5.41278 8.23783 33.64398
H90 -5.09274 9.42626 35.72319
C33 0.34723 8.52874 25.34214
C34 0.51985 8.43760 26.87676
O11 0.42857 9.71070 27.45349
H91 1.20365 9.02752 24.89897
H92 -0.56510 9.10437 25.14005
H93 0.22817 7.54789 24.89060
H94 1.48639 7.92375 27.11444
H95 -0.25312 7.80079 27.32952
H96 1.17083 10.29230 27.29424
C35 -4.00530 12.92904 29.29901
C36 -3.91107 13.56407 30.69564
O12 -3.11211 14.74501 30.55549
H97 -4.68217 13.49986 28.66443
H98 -4.45636 11.92657 29.31228
H99 -3.03342 12.90741 28.84738
H100 -3.33865 12.85084 31.27773
H101 -4.87584 13.75730 31.06405
H102 -3.17134 15.24236 31.34571
C37 -2.76182 6.38555 25.11455
C38 -2.20342 5.11075 24.57426
C39 -3.26556 4.30646 23.89371
O13 -1.14895 5.54189 23.65455
H103 -3.59667 6.25543 25.82629
H104 -3.03761 7.02031 24.26455
H105 -1.97947 6.90109 25.70959
H106 -1.86180 4.53156 25.42135
H107 -2.78768 3.53441 23.32829
H108 -3.89896 4.86130 23.20854
H109 -3.85379 3.84714 24.70860
H110 -0.73833 4.81372 23.19204
C40 -4.18624 16.46741 25.33262
C41 -3.88192 15.38457 26.37156
C42 -2.87903 14.40407 25.76991
O14 -3.50476 16.08754 27.53445
H111 -4.47004 16.14146 24.35495
H112 -3.31335 17.10626 25.23598
H113 -5.04994 17.02896 25.75466
H114 -4.86334 14.91922 26.61717
H115 -2.71618 13.60385 26.46251
H116 -1.92030 14.88625 25.59097
H117 -3.20043 13.90175 24.88588
H118 -3.72055 15.58912 28.32895
C43 0.46065 14.51407 29.71927
C44 0.52218 14.17420 28.32279
C45 0.43705 15.41837 27.41090
O15 1.67677 13.36570 27.88920
H119 0.46694 13.69232 30.41060
H120 -0.50910 15.00664 29.96212
H121 1.25969 15.10601 30.18707
H122 -0.33727 13.51583 27.96373
H123 1.18894 16.15151 27.67273
H124 -0.59709 15.85449 27.65068
H125 0.57194 15.25168 26.33065
H126 2.35757 13.34913 28.56519
C46 -6.64129 12.40168 25.80975
C47 -6.92538 13.47039 24.76876
C48 -5.97160 13.38357 23.61305
O16 -8.20620 13.19772 24.22837
H127 -6.73873 11.41631 25.44877
H128 -7.31491 12.57679 26.65296
H129 -5.64780 12.44304 26.27736
H130 -6.82475 14.49667 25.19461
H131 -4.96562 13.58390 23.99301
H132 -6.24951 14.11919 22.82017
H133 -5.97386 12.38908 23.14446
H134 -8.69855 12.78909 24.94563
C49 -2.99157 3.64823 28.44009
C50 -1.65746 4.26766 28.93912
C51 -0.64732 4.53642 27.77389
O17 -1.94859 5.47300 29.72234
H135 -3.64997 3.17494 29.17240
H136 -2.80258 2.81440 27.72942
H137 -3.56602 4.41952 27.99811
H138 -1.11988 3.55648 29.59347
H139 -1.02118 5.31872 27.08961
H140 -0.37521 3.62436 27.27778
H141 0.23190 4.94539 28.31929
H142 -1.13060 5.91846 29.90138
C52 -7.35543 5.70248 29.62803
C53 -6.94984 6.19417 31.00408
C54 -5.97758 5.27899 31.72920
O18 -6.41336 7.54885 30.93730
H143 -6.51295 5.72562 28.90900
H144 -8.18546 6.28120 29.21964
H145 -7.80724 4.71918 29.58297
H146 -7.86944 6.31777 31.58255
H147 -5.05925 5.26249 31.10908
H148 -6.33779 4.21649 31.84467
H149 -5.77780 5.59161 32.77044
H150 -5.69164 7.59058 30.29658
C55 -2.78482 14.02856 20.06417
C56 -1.84036 14.96979 20.73300
C57 -2.28912 15.21436 22.17565
O19 -0.49745 14.50567 20.66629
H151 -2.71232 13.00867 20.52458
H152 -2.39140 13.98862 19.06069
H153 -3.81059 14.38615 20.05433
H154 -1.87003 15.94044 20.19491
H155 -2.58043 14.27096 22.73404
H156 -3.20819 15.79823 22.27794
H157 -1.52442 15.64917 22.81073
H158 -0.40716 13.71434 21.18298
C58 -7.05432 3.93399 24.41658
C59 -6.71261 4.60827 25.70814
C60 -6.55373 6.10637 25.54914
O20 -7.69534 4.25620 26.74427
H159 -7.35425 2.87296 24.70361
H160 -6.22356 3.99654 23.69659
H161 -7.94674 4.39540 23.97496
H162 -5.86088 4.17153 26.18152
H163 -5.86602 6.30194 24.76523
H164 -6.24661 6.63660 26.49632
H165 -7.47408 6.56267 25.24672
H166 -8.33050 4.95340 26.87433
C61 -2.79476 4.03356 34.67219
C62 -2.43634 2.95435 33.70573
C63 -1.97902 3.49058 32.41461
O21 -1.36261 2.08190 34.17079
H167 -3.21612 3.65342 35.62427
H168 -3.54934 4.74448 34.25145
H169 -2.02454 4.67347 35.00626
H170 -3.29314 2.35651 33.49924
H171 -0.98324 3.96562 32.58375
H172 -2.68269 4.24001 31.92360
H173 -1.79221 2.63235 31.76846
H174 -1.69459 1.58532 34.94443

Properties
LUMO level = 0.426 eV
energy above the lowest of the compared OMol25 structures with the same formula, charge and spin = 17.6 kJ/mol

---

A single C17H18ClN5O molecule. Source: the Open Molecules 2025 dataset; level of theory: wB97M-V/def2-TZVPD.

Cartesian coordinates (Å):
C1 -2.99849 -4.68310 1.04989
N1 -2.62132 -4.20198 2.41882
C2 -2.95690 -5.21449 3.32893
C3 -2.71282 -2.73487 2.53640
C4 -1.30373 -2.22900 2.10073
C5 -1.08274 -0.99850 1.60649
C6 0.16748 -0.66354 0.82475
O1 0.57392 -1.42821 -0.04334
N2 1.00688 0.46054 1.09340
C7 0.89894 1.16899 2.31448
C8 2.00649 0.94234 0.17808
C9 3.37790 1.33314 0.59985
C10 4.27813 1.59023 -0.41020
C11 3.96254 1.53730 -1.82302
N3 4.94545 1.85323 -2.73279
C12 4.68460 1.67404 -4.03361
Cl1 5.85138 2.25200 -5.22700
C13 3.39660 1.35891 -4.42605
C14 2.90670 1.17747 -5.78719
N4 1.58717 0.75988 -5.61234
C15 1.31545 0.71246 -4.28135
N5 2.39133 1.14378 -3.54693
C16 2.61900 1.29321 -2.17879
C17 1.69446 1.00091 -1.19140
H1 -4.07421 -4.49510 0.74115
H2 -2.38685 -4.17076 0.28070
H3 -2.77766 -5.77087 0.90295
H4 -2.42579 -5.12546 4.27981
H5 -2.74021 -6.20020 2.82171
H6 -4.12977 -5.25458 3.51032
H7 -2.87985 -2.36241 3.58484
H8 -3.62944 -2.33060 1.92525
H9 -0.50253 -2.98726 2.14168
H10 -1.92147 -0.45760 1.35877
H11 1.06861 2.27981 2.17891
H12 1.68535 0.93514 3.17429
H13 -0.02873 1.08656 2.81334
H14 3.76658 1.39059 1.60716
H15 5.27913 2.01458 -0.24347
H16 3.41812 1.26117 -6.77522
H17 0.29510 0.51052 -3.83485
H18 0.69223 0.77123 -1.47765

Properties
LUMO level = -0.356 eV
SMILES string = CN(C)C/C=C/C(=O)N(C)c1ccc2nc(Cl)c3cncn3c2c1

---

A single C5H8N2 molecule. Source: the Open Molecules 2025 dataset; level of theory: wB97M-V/def2-TZVPD.

Cartesian coordinates (Å):
N1 3.42864 -0.00620 0.15218
N2 2.55989 1.06747 0.38165
C1 1.37145 0.76948 0.52058
C2 0.13655 0.37139 0.69759
C3 -0.86570 0.18911 -0.38384
C4 -2.32642 0.30374 -0.04845
C5 -1.73501 -1.04312 -0.34210
H1 4.28298 0.36516 -0.24443
H2 2.99083 -0.67294 -0.47990
H3 -0.15993 0.09472 1.70932
H4 -0.55238 0.52789 -1.36776
H5 -2.57244 0.53651 0.98411
H6 -2.99106 0.75109 -0.78087
H7 -1.98283 -1.52341 -1.28452
H8 -1.58456 -1.73088 0.48644

Properties
LUMO level = 1.052 eV
SMILES string = NN=C=CC1CC1
energy above the lowest of the compared OMol25 structures with the same formula, charge and spin = 309.6 kJ/mol

---

A molecular structure, C6H7O6Pm. Source: the Open Molecules 2025 dataset; level of theory: wB97M-V/def2-TZVPD.

Cartesian coordinates (Å):
O1 -0.22672 -3.81079 0.56425
C1 -0.66795 -2.92161 -0.21385
O2 -0.56338 -3.05393 -1.47013
O3 -1.08211 -1.77683 0.30012
Pm1 0.29661 -5.79973 -1.30521
C2 -1.17485 -0.65256 -0.63368
C3 0.17826 0.01766 -0.82423
C4 0.05551 1.50806 -0.91728
C5 0.67807 2.39382 -0.14522
O4 1.58569 1.98997 0.82676
C6 1.30505 2.06382 2.13588
O5 2.18203 2.04780 2.95649
O6 0.02584 2.13637 2.47159
H1 -1.88387 0.02237 -0.13972
H2 -1.62846 -0.92988 -1.59295
H3 0.62924 -0.35855 -1.75721
H4 0.85255 -0.26190 -0.00375
H5 -0.57847 1.92874 -1.70170
H6 0.59916 3.47440 -0.28355
H7 -0.58219 1.98278 1.73336

Properties
multiplicity = 6
LUMO level (alpha / beta) = -6.036 / -5.936 eV
charge = +1
⟨S²⟩ = 8.755